Computed, not measured: an isolated molecule of C6H10O at a distorted geometry, with ωB97M-V with the def2-TZVPD basis set.

Net charge ... 0
Relative energy (zero: lowest compared OMol25 entry of this formula, charge and spin) ... 369.22 kJ/mol
LUMO energy ... 1.10 eV
Highest occupied orbital energy ... -7.9 eV
E ... -8427.4137 eV
SMILES string ... CO[C@@H]1[C@@H]2CC[C@@H]21
M ... 98.14 g/mol

Each line ends with the Löwdin charge.
Geometry (Å):
C (2.398, -0.025, 0.599)  -0.0950
O (1.224, 0.486, 0.019)  -0.1708
C (0.590, -0.373, -0.858)  -0.1957
C (-0.684, 0.138, -1.409)  -0.2058
C (-1.312, 1.160, -0.421)  -0.1111
C (-1.474, 0.037, 0.636)  -0.1444
C (-0.974, -0.913, -0.405)  -0.1645
H (2.817, 0.773, 1.217)  0.0904
H (3.126, -0.322, -0.165)  0.0904
H (2.179, -0.888, 1.241)  0.0895
H (0.582, -1.441, -0.571)  0.1295
H (-0.907, 0.128, -2.471)  0.1269
H (-2.282, 1.505, -0.785)  0.1094
H (-0.687, 2.009, -0.142)  0.1033
H (-2.497, -0.164, 0.952)  0.1057
H (-0.822, 0.121, 1.515)  0.1076
H (-1.314, -1.928, -0.633)  0.1346

Computed, not measured: an isolated molecule of C4H5NO at a distorted geometry, with ωB97M-V with the def2-TZVPD basis set.

Net charge ... 0
Relative energy (zero: lowest compared OMol25 entry of this formula, charge and spin) ... 56.61 kJ/mol
LUMO energy ... 0.66 eV
Highest occupied orbital energy ... -10.6 eV
E ... -7765.9397 eV
SMILES string ... N#CCCC=O
M ... 83.09 g/mol

Each line ends with the Löwdin charge.
Geometry (Å):
N (-0.442, -1.073, 2.954)  0.1386
C (-0.357, -0.953, 1.807)  -0.2275
C (-0.254, -0.783, 0.355)  -0.1863
C (0.197, 0.628, -0.027)  -0.1608
C (0.287, 0.784, -1.527)  -0.2569
O (0.222, -0.144, -2.297)  0.0567
H (0.442, -1.524, -0.047)  0.1264
H (-1.229, -0.998, -0.093)  0.1290
H (-0.479, 1.391, 0.377)  0.1256
H (1.188, 0.850, 0.393)  0.1311
H (0.425, 1.821, -1.895)  0.1241

Computed, not measured: a structure of composition C14H22ClF3NO7Se2W, with ωB97M-V with the def2-TZVPD basis set.

Net charge ... +1
Relative energy (zero: lowest compared OMol25 entry of this formula, charge and spin) ... 0.00 kJ/mol
LUMO energy ... -4.04 eV
Highest occupied orbital energy ... -11.4 eV
E ... -183878.6465 eV
M ... 750.54 g/mol

Each line ends with the Löwdin charge.
Geometry (Å):
W (-0.429, 0.822, 1.496)  1.4538
C (-2.175, 2.398, 2.117)  -0.1461
C (-1.085, 2.586, 2.978)  -0.0994
C (-0.909, 1.398, 3.736)  -0.1159
C (-1.915, 0.477, 3.342)  -0.1744
C (-2.688, 1.087, 2.337)  -0.1877
H (-2.542, 3.109, 1.394)  0.1315
H (-0.453, 3.458, 3.005)  0.1224
H (-0.150, 1.240, 4.480)  0.1375
H (-2.043, -0.525, 3.718)  0.1195
H (-3.520, 0.628, 1.828)  0.1183
O (-3.575, -0.671, -0.911)  -0.1786
C (-3.011, -1.538, -1.893)  -0.1913
C (-1.489, -1.408, -1.915)  -0.5403
C (-0.963, -2.105, -3.175)  -0.1913
O (0.451, -1.946, -3.223)  -0.0495
C (-1.114, 0.070, -2.029)  -0.2864
Se (-1.818, 1.194, -0.603)  1.2159
C (-0.826, -2.081, -0.712)  -0.4492
Se (-1.352, -1.648, 1.119)  0.8858
H (-3.391, -1.082, -0.046)  -0.0013
H (-3.432, -1.235, -2.853)  0.1413
H (-3.307, -2.573, -1.703)  0.1465
H (-1.435, -1.666, -4.060)  0.1384
H (-1.232, -3.166, -3.133)  0.1414
H (0.762, -2.207, -4.095)  0.1067
H (-1.526, 0.513, -2.938)  0.1048
H (-0.038, 0.200, -2.045)  0.0721
H (0.247, -1.955, -0.763)  0.0373
H (-1.027, -3.154, -0.755)  0.0859
F (1.610, 0.147, 3.761)  0.0622
C (0.845, -0.558, 2.902)  -0.6570
F (1.695, -1.368, 2.254)  0.0637
F (0.098, -1.374, 3.694)  0.0072
O (2.850, 3.555, 2.545)  -0.3630
Cl (1.998, 3.224, 1.444)  0.9591
O (0.930, 4.183, 1.273)  -0.4148
O (1.296, 1.872, 1.985)  -0.6087
O (-0.401, 2.107, -0.098)  -0.7274
C (3.669, 0.615, -2.070)  0.0024
N (2.791, -0.079, -1.136)  -0.1136
C (3.049, -1.495, -0.862)  0.0252
C (1.806, 0.546, -0.552)  -0.2666
O (1.037, -0.035, 0.259)  -0.2492
H (3.611, 0.144, -3.050)  0.1037
H (4.696, 0.569, -1.710)  0.1069
H (3.369, 1.657, -2.154)  0.1000
H (3.998, -1.762, -1.317)  0.1034
H (2.263, -2.112, -1.294)  0.0845
H (3.090, -1.662, 0.211)  0.1009
H (1.686, 1.606, -0.781)  0.1337

Computed, not measured: a cluster of 2 separate species, Cl2H2NP in total at a distorted geometry, with ωB97M-V with the def2-TZVPD basis set.

Net charge ... 0
Relative energy (zero: lowest compared OMol25 entry of this formula, charge and spin) ... 311.87 kJ/mol
LUMO energy ... -0.99 eV
Highest occupied orbital energy ... -10.3 eV
E ... -35854.4435 eV
SMILES string ... Cl/N=P\Cl.[H][H]
M ... 117.90 g/mol

Each line ends with the Löwdin charge.
Geometry (Å):
Cl (-4.556, 0.514, 1.214)  0.4585
N (-4.001, 0.921, -0.329)  -0.9483
P (-3.090, 0.151, -1.324)  0.4364
Cl (-3.118, -1.835, -0.708)  0.0318
H (-1.004, 0.400, 2.119)  0.0143
H (-0.737, 0.233, 1.520)  0.0072

Computed, not measured: an isolated molecule of C6H12 at a distorted geometry, with ωB97M-V with the def2-TZVPD basis set.

Net charge ... 0
Relative energy (zero: lowest compared OMol25 entry of this formula, charge and spin) ... 186.13 kJ/mol
LUMO energy ... 1.22 eV
Highest occupied orbital energy ... -9.8 eV
E ... -6415.0116 eV
SMILES string ... CCCC1CC1
M ... 84.16 g/mol

Each line ends with the Löwdin charge.
Geometry (Å):
C (-2.039, 1.039, 0.703)  -0.1128
C (-1.064, 0.431, -0.280)  -0.2925
C (-0.559, -0.973, 0.009)  -0.1786
C (0.915, -1.048, -0.471)  -0.2464
C (1.738, 0.239, -0.831)  -0.1285
C (1.893, -0.444, 0.478)  -0.1513
H (-3.022, 0.565, 0.676)  0.0694
H (-2.140, 2.104, 0.476)  0.0703
H (-1.637, 0.963, 1.723)  0.0744
H (-0.197, 1.089, -0.264)  0.0663
H (-1.427, 0.449, -1.317)  0.1223
H (-0.647, -1.192, 1.092)  0.1121
H (-1.197, -1.734, -0.469)  0.1087
H (1.145, -1.943, -1.034)  0.1177
H (1.207, 1.133, -1.066)  0.0659
H (2.675, 0.304, -1.379)  0.0951
H (1.505, -0.039, 1.407)  0.1084
H (2.849, -0.943, 0.546)  0.0995

Computed, not measured: an isolated molecule of C4H8O2, with ωB97M-V with the def2-TZVPD basis set.

Net charge ... 0
Relative energy (zero: lowest compared OMol25 entry of this formula, charge and spin) ... 62.05 kJ/mol
LUMO energy ... 0.85 eV
Highest occupied orbital energy ... -10.2 eV
E ... -8372.6387 eV
SMILES string ... CC(=O)[C@@H](C)O
M ... 88.11 g/mol

Each line ends with the Löwdin charge.
Geometry (Å):
C (1.480, -0.853, -0.596)  -0.0067
C (0.034, -0.955, -0.181)  -0.3894
O (-0.674, -1.878, -0.534)  0.0864
C (-0.563, 0.141, 0.697)  -0.4003
C (-0.494, 1.503, 0.001)  -0.0345
O (-1.888, -0.178, 1.010)  -0.0218
H (1.546, -0.287, -1.533)  0.0956
H (1.875, -1.855, -0.777)  0.0889
H (2.087, -0.335, 0.152)  0.0866
H (0.042, 0.183, 1.619)  0.1537
H (0.538, 1.839, -0.147)  0.0789
H (-1.013, 2.239, 0.622)  0.0848
H (-1.002, 1.461, -0.969)  0.0929
H (-2.068, -1.013, 0.542)  0.0851

Computed, not measured: an isolated molecule of C2H2ClN at a distorted geometry, with ωB97M-V with the def2-TZVPD basis set.

Net charge ... 0
Relative energy (zero: lowest compared OMol25 entry of this formula, charge and spin) ... 284.45 kJ/mol
LUMO energy ... 0.44 eV
Highest occupied orbital energy ... -7.5 eV
E ... -16115.1343 eV
M ... 75.50 g/mol

Each line ends with the Löwdin charge.
Geometry (Å):
C (-0.281, 1.743, -0.404)  0.1464
C (1.029, 0.054, 0.644)  -0.6639
N (0.151, 0.848, 0.197)  -0.1389
Cl (2.557, 0.122, -0.184)  0.5493
H (-0.822, 2.274, -1.011)  0.0129
H (0.759, -0.883, 1.245)  0.0943

Computed, not measured: an isolated molecule of C5H5N3O at a distorted geometry, with ωB97M-V with the def2-TZVPD basis set.

Net charge ... 0
Relative energy (zero: lowest compared OMol25 entry of this formula, charge and spin) ... 149.13 kJ/mol
LUMO energy ... 0.82 eV
Highest occupied orbital energy ... -9.9 eV
E ... -11782.1750 eV
SMILES string ... N#C[C@@H](N)c1cocn1
M ... 123.11 g/mol

Each line ends with the Löwdin charge.
Geometry (Å):
N (-2.224, -2.271, 1.179)  0.1561
C (-1.794, -1.554, 0.428)  -0.1878
C (-0.975, -0.758, -0.542)  -0.2826
N (-1.195, 0.688, -0.473)  0.0335
C (0.535, -0.896, -0.104)  -0.2607
C (1.174, -1.338, 0.980)  -0.0747
O (2.467, -1.091, 0.834)  0.0709
C (2.527, -0.366, -0.313)  -0.1569
N (1.405, -0.269, -0.923)  0.1478
H (-1.112, -1.113, -1.541)  0.1277
H (-2.226, 0.953, -0.279)  0.1269
H (-0.614, 1.096, 0.199)  0.0448
H (0.859, -1.881, 1.839)  0.1316
H (3.433, -0.174, -0.804)  0.1232

Q: Which value of highest occupied orbital energy does entry 4 give?
A: -10.3 eV

Q: Among the records above, which one has the highest E?
A: C6H12

Q: What is the formula in the second record?
A: C4H5NO